C66H177N7O38 | wB97M-V/def2-TZVPD

Properties
* HOMO: -8.52 eV
* LUMO energy: -0.120 eV
* Kohn-Sham gap: 0.3087 hartree

Bonds (Å) are listed after each position.
Positions of all 288 atoms, in Å:
1 C -11.3786 -0.1897 18.0618  O2 1.384, H10 1.090, H11 1.090, H12 1.090
2 O -11.7216 0.9087 17.2928  C1 1.384, C3 1.442
3 C -12.5757 1.8221 18.0115  O2 1.442, C4 1.556, H13 1.090, H14 1.090
4 C -12.8108 3.0777 17.1224  C3 1.556, N5 1.464, H15 1.090, H16 1.090
5 N -11.9153 4.1944 17.4307  C4 1.464, C6 1.478, H17 1.010
6 C -10.5248 3.8484 17.0703  N5 1.478, C7 1.585, H18 1.090, H19 1.090
7 C -10.2652 3.5737 15.5309  C6 1.585, O8 1.448, H20 1.090, H21 1.090
8 O -8.8533 3.2596 15.4664  C7 1.448, C9 1.373
9 C -8.4789 3.2436 14.1459  O8 1.373, H22 1.090, H23 1.090, H24 1.090
10 H -12.2560 -0.6313 18.5345  C1 1.090
11 H -10.6738 0.0444 18.8596  C1 1.090
12 H -10.8995 -0.9816 17.4862  C1 1.090
13 H -12.1578 2.0555 18.9908  C3 1.090
14 H -13.5453 1.3672 18.2141  C3 1.090
15 H -13.8348 3.4139 17.2848  C4 1.090
16 H -12.7448 2.7048 16.1003  C4 1.090
17 H -12.1920 4.9523 16.8232  N5 1.010
18 H -10.1670 2.9882 17.6362  C6 1.090
19 H -9.9771 4.7438 17.3639  C6 1.090
20 H -10.6096 4.3733 14.8751  C7 1.090
21 H -10.8381 2.7276 15.1514  C7 1.090
22 H -9.0551 2.4788 13.6252  C9 1.090
23 H -7.4012 3.0902 14.0893  C9 1.090
24 H -8.6322 4.2148 13.6755  C9 1.090
25 C -14.4044 -4.3647 21.7984  O26 1.441, H34 1.090, H35 1.090, H36 1.090
26 O -13.6174 -4.3812 23.0058  C25 1.441, C27 1.384
27 C -12.7544 -5.4515 23.1685  O26 1.384, C28 1.523, H37 1.090, H38 1.090
28 C -11.6381 -5.0484 24.1230  C27 1.523, N29 1.476, H39 1.090, H40 1.090
29 N -10.4743 -5.9544 24.1743  C28 1.476, C30 1.474, H41 1.010
30 C -9.5626 -5.5914 25.2735  N29 1.474, C31 1.550, H42 1.090, H43 1.090
31 C -8.4127 -6.5902 25.5590  C30 1.550, O32 1.385, H44 1.090, H45 1.090
32 O -8.9087 -7.5297 26.4481  C31 1.385, C33 1.452
33 C -7.9160 -8.5272 26.8050  O32 1.452, H46 1.090, H47 1.090, H48 1.090
34 H -15.2229 -3.6812 22.0243  C25 1.090
35 H -14.7493 -5.3764 21.5848  C25 1.090
36 H -13.8564 -4.1153 20.8898  C25 1.090
37 H -12.3810 -5.7128 22.1784  C27 1.090
38 H -13.2681 -6.3646 23.4693  C27 1.090
39 H -12.1231 -4.8346 25.0755  C28 1.090
40 H -11.3305 -4.1223 23.6375  C28 1.090
41 H -9.9558 -5.8654 23.3121  N29 1.010
42 H -10.1206 -5.4672 26.2016  C30 1.090
43 H -9.0991 -4.6247 25.0763  C30 1.090
44 H -7.5202 -6.1406 25.9942  C31 1.090
45 H -8.0508 -7.0821 24.6561  C31 1.090
46 H -8.2670 -9.3610 27.4130  C33 1.090
47 H -7.0386 -8.0424 27.2329  C33 1.090
48 H -7.5826 -8.9739 25.8683  C33 1.090
49 C -17.0603 5.5644 16.7918  O50 1.409, H58 1.090, H59 1.090, H60 1.090
50 O -17.7206 6.7183 17.2601  C49 1.409, C51 1.469
51 C -16.7118 7.5661 17.9097  O50 1.469, C52 1.541, H61 1.090, H62 1.090
52 C -17.4320 8.5758 18.8237  C51 1.541, N53 1.460, H63 1.090, H64 1.090
53 N -17.9840 7.8931 19.9898  C52 1.460, C54 1.481, H65 1.010
54 C -18.7218 8.8593 20.8353  N53 1.481, C55 1.579, H66 1.090, H67 1.090
55 C -19.5617 8.0752 21.9188  C54 1.579, O56 1.425, H68 1.090, H69 1.090
56 O -20.6868 7.3968 21.3676  C55 1.425, C57 1.451
57 C -21.1753 6.3705 22.2698  O56 1.451, H70 1.090, H71 1.090, H72 1.090
58 H -16.9415 4.7728 17.5316  C49 1.090
59 H -16.1146 5.7601 16.2863  C49 1.090
60 H -17.6106 5.0031 16.0367  C49 1.090
61 H -16.1590 8.1105 17.1441  C51 1.090
62 H -16.0358 6.9779 18.5304  C51 1.090
63 H -18.1756 9.1665 18.2888  C52 1.090
64 H -16.6950 9.3375 19.0780  C52 1.090
65 H -18.6811 7.2180 19.7099  N53 1.010
66 H -19.4974 9.3243 20.2267  C54 1.090
67 H -18.0997 9.5675 21.3825  C54 1.090
68 H -20.0582 8.7881 22.5770  C55 1.090
69 H -18.8423 7.3968 22.3774  C55 1.090
70 H -21.3012 6.7139 23.2966  C57 1.090
71 H -20.7185 5.3815 22.2326  C57 1.090
72 H -22.1619 6.2044 21.8370  C57 1.090
73 C -10.4088 -1.3969 26.0360  O74 1.441, H82 1.090, H83 1.090, H84 1.090
74 O -11.7418 -1.4944 25.4969  C73 1.441, C75 1.372
75 C -11.9399 -0.4207 24.6660  O74 1.372, C76 1.559, H85 1.090, H86 1.090
76 C -13.4216 -0.3878 24.1822  C75 1.559, N77 1.508, H87 1.090, H88 1.090
77 N -13.8540 -1.3216 23.0800  C76 1.508, C78 1.435, H89 1.010
78 C -13.5035 -0.8540 21.7691  N77 1.435, C79 1.536, H90 1.090, H91 1.090
79 C -14.1097 0.5016 21.3768  C78 1.536, O80 1.416, H92 1.090, H93 1.090
80 O -13.1530 1.5298 21.5601  C79 1.416, C81 1.434
81 C -13.7109 2.8229 21.2875  O80 1.434, H94 1.090, H95 1.090, H96 1.090
82 H -10.4850 -0.6237 26.8005  C73 1.090
83 H -9.6232 -1.2860 25.2887  C73 1.090
84 H -10.2549 -2.3464 26.5487  C73 1.090
85 H -11.2980 -0.6550 23.8167  C75 1.090
86 H -11.6705 0.5415 25.1015  C75 1.090
87 H -13.7008 0.6278 23.9015  C76 1.090
88 H -14.0591 -0.6083 25.0385  C76 1.090
89 H -13.4874 -2.2516 23.2244  N77 1.010
90 H -14.0426 -1.5220 21.0974  C78 1.090
91 H -12.4561 -0.9665 21.4892  C78 1.090
92 H -14.8878 0.7128 22.1102  C79 1.090
93 H -14.4412 0.4763 20.3387  C79 1.090
94 H -13.0996 3.6076 21.7332  C81 1.090
95 H -14.6824 2.9329 21.7692  C81 1.090
96 H -13.8136 3.0677 20.2303  C81 1.090
97 C -16.8356 -0.9147 11.9546  O98 1.460, H106 1.090, H107 1.090, H108 1.090
98 O -16.4840 -0.4304 13.2868  C97 1.460, C99 1.468
99 C -17.6178 0.1228 14.0378  O98 1.468, C100 1.534, H109 1.090, H110 1.090
100 C -17.2024 0.9846 15.2370  C99 1.534, N101 1.454, H111 1.090, H112 1.090
101 N -16.7250 2.3351 14.9893  C100 1.454, C102 1.492, H113 1.010
102 C -15.3870 2.3394 14.3294  N101 1.492, C103 1.571, H114 1.090, H115 1.090
103 C -14.7507 3.7760 14.3148  C102 1.571, O104 1.397, H116 1.090, H117 1.090
104 O -15.3430 4.6052 13.3595  C103 1.397, C105 1.415
105 C -14.7913 5.9028 13.2407  O104 1.415, H118 1.090, H119 1.090, H120 1.090
106 H -15.8403 -1.2628 11.6784  C97 1.090
107 H -17.1608 -0.0846 11.3275  C97 1.090
108 H -17.4487 -1.8115 12.0443  C97 1.090
109 H -18.2418 -0.6715 14.4474  C99 1.090
110 H -18.2131 0.6910 13.3231  C99 1.090
111 H -16.4852 0.5481 15.9321  C100 1.090
112 H -18.1452 1.2481 15.7165  C100 1.090
113 H -17.3401 2.8452 14.3715  N101 1.010
114 H -15.4354 1.8280 13.3680  C102 1.090
115 H -14.7663 1.6727 14.9279  C102 1.090
116 H -13.6805 3.7128 14.1178  C103 1.090
117 H -14.8595 4.3090 15.2594  C103 1.090
118 H -15.0143 6.4991 14.1255  C105 1.090
119 H -15.1048 6.3996 12.3225  C105 1.090
120 H -13.7049 5.8228 13.2031  C105 1.090
121 C -19.1646 4.6062 19.5205  O122 1.428, H130 1.090, H131 1.090, H132 1.090
122 O -18.2936 3.4770 19.4456  C121 1.428, C123 1.404
123 C -18.6380 2.4837 18.5156  O122 1.404, C124 1.558, H133 1.090, H134 1.090
124 C -17.8934 1.1510 18.8290  C123 1.558, N125 1.449, H135 1.090, H136 1.090
125 N -18.6705 0.3901 19.7860  C124 1.449, C126 1.479, H137 1.010
126 C -17.8588 -0.4652 20.6786  N125 1.479, C127 1.650, H138 1.090, H139 1.090
127 C -17.0353 -1.6082 19.8198  C126 1.650, O128 1.431, H140 1.090, H141 1.090
128 O -16.0247 -0.9563 19.0453  C127 1.431, C129 1.409
129 C -15.5103 -1.8264 18.0630  O128 1.409, H142 1.090, H143 1.090, H144 1.090
130 H -20.1830 4.2220 19.5791  C121 1.090
131 H -18.9686 5.1142 18.5762  C121 1.090
132 H -18.9236 5.1338 20.4433  C121 1.090
133 H -18.3639 2.8856 17.5402  C123 1.090
134 H -19.7067 2.3944 18.3204  C123 1.090
135 H -16.9635 1.3566 19.3592  C124 1.090
136 H -17.6171 0.5864 17.9385  C124 1.090
137 H -19.2731 1.0614 20.2403  N125 1.010
138 H -18.5755 -0.8763 21.3895  C126 1.090
139 H -17.1725 0.1015 21.3079  C126 1.090
140 H -17.7907 -2.0983 19.2054  C127 1.090
141 H -16.6782 -2.2638 20.6140  C127 1.090
142 H -16.2713 -2.0404 17.3126  C129 1.090
143 H -15.1635 -2.7870 18.4440  C129 1.090
144 H -14.6646 -1.3186 17.5994  C129 1.090
145 C -16.9482 -5.7137 19.5784  O146 1.460, H154 1.090, H155 1.090, H156 1.090
146 O -15.7330 -6.5025 19.4025  C145 1.460, C147 1.408
147 C -15.4564 -6.9868 18.1091  O146 1.408, C148 1.570, H157 1.090, H158 1.090
148 C -16.3599 -8.2231 17.7645  C147 1.570, N149 1.500, H159 1.090, H160 1.090
149 N -15.7582 -9.4896 18.2978  C148 1.500, C150 1.481, H161 1.010
150 C -15.9122 -10.6575 17.4001  N149 1.481, C151 1.544, H162 1.090, H163 1.090
151 C -15.3696 -11.9654 18.0155  C150 1.544, O152 1.456, H164 1.090, H165 1.090
152 O -14.1331 -12.3456 17.3478  C151 1.456, C153 1.422
153 C -13.0474 -11.5931 17.8742  O152 1.422, H166 1.090, H167 1.090, H168 1.090
154 H -17.7551 -6.4058 19.3376  C145 1.090
155 H -17.0338 -4.8500 18.9191  C145 1.090
156 H -17.0702 -5.2666 20.5650  C145 1.090
157 H -14.4665 -7.4235 18.2413  C147 1.090
158 H -15.4789 -6.1510 17.4098  C147 1.090
159 H -16.3480 -8.3048 16.6776  C148 1.090
160 H -17.3902 -7.9978 18.0396  C148 1.090
161 H -14.7610 -9.3294 18.3107  N149 1.010
162 H -15.3996 -10.5196 16.4481  C150 1.090
163 H -16.9691 -10.8993 17.2880  C150 1.090
164 H -16.0921 -12.7463 17.7783  C151 1.090
165 H -15.2211 -11.9486 19.0952  C151 1.090
166 H -12.1012 -11.9554 17.4722  C153 1.090
167 H -13.0048 -11.7758 18.9479  C153 1.090
168 H -12.9683 -10.5274 17.6593  C153 1.090
169 C -18.4627 2.4631 22.8187  C170 1.574, O172 1.414, H173 1.090, H174 1.090
170 C -20.0254 2.2885 22.8897  C169 1.574, O171 1.407, H175 1.090, H176 1.090
171 O -20.6231 2.3212 21.6165  C170 1.407, H177 0.960
172 O -18.1629 3.7756 22.3854  C169 1.414, H178 0.960
173 H -17.9991 1.7282 22.1606  C169 1.090
174 H -18.0136 2.3672 23.8072  C169 1.090
175 H -20.3880 3.0461 23.5844  C170 1.090
176 H -20.0965 1.3531 23.4447  C170 1.090
177 H -21.5795 2.4036 21.6142  O171 0.960
178 H -18.3484 3.8115 21.4442  O172 0.960
179 C -11.3593 -5.1376 18.8027  C180 1.546, O182 1.476, H183 1.090, H184 1.090
180 C -12.1252 -4.1309 17.9137  C179 1.546, O181 1.356, H185 1.090, H186 1.090
181 O -11.4829 -4.1136 16.7198  C180 1.356, H187 0.960
182 O -9.9090 -4.8697 18.8682  C179 1.476, H188 0.960
183 H -11.3035 -6.1275 18.3498  C179 1.090
184 H -11.8465 -5.2322 19.7732  C179 1.090
185 H -12.2334 -3.1379 18.3500  C180 1.090
186 H -13.1125 -4.5889 17.8535  C180 1.090
187 H -11.8987 -3.4511 16.1632  O181 0.960
188 H -9.4869 -5.0320 18.0214  O182 0.960
189 C -22.4471 -1.2422 17.1511  C190 1.539, O192 1.426, H193 1.090, H194 1.090
190 C -20.9414 -0.9336 17.0790  C189 1.539, O191 1.427, H195 1.090, H196 1.090
191 O -20.2183 -1.4030 18.2155  C190 1.427, H197 0.960
192 O -22.6222 -2.6349 16.8986  C189 1.426, H198 0.960
193 H -23.1235 -0.6529 16.5319  C189 1.090
194 H -22.8620 -1.0642 18.1432  C189 1.090
195 H -20.7781 0.1308 16.9097  C190 1.090
196 H -20.6064 -1.4163 16.1609  C190 1.090
197 H -19.7148 -0.6974 18.6281  O191 0.960
198 H -22.7029 -2.6512 15.9422  O192 0.960
199 C -21.3772 -1.2769 21.5116  C200 1.547, O202 1.432, H203 1.090, H204 1.090
200 C -22.9133 -1.1747 21.3618  C199 1.547, O201 1.418, H205 1.090, H206 1.090
201 O -23.3849 0.1538 21.2110  C200 1.418, H207 0.960
202 O -20.9967 -1.0782 22.8780  C199 1.432, H208 0.960
203 H -20.9119 -0.5345 20.8632  C199 1.090
204 H -21.1858 -2.3138 21.2351  C199 1.090
205 H -23.3574 -1.7269 22.1900  C200 1.090
206 H -23.1600 -1.6090 20.3930  C200 1.090
207 H -23.5270 0.5299 22.0828  O201 0.960
208 H -21.3297 -1.7761 23.4469  O202 0.960
209 C -20.9575 -4.8963 18.7670  C210 1.586, O212 1.451, H213 1.090, H214 1.090
210 C -22.4058 -5.0285 19.3990  C209 1.586, O211 1.425, H215 1.090, H216 1.090
211 O -23.2743 -3.9138 19.2164  C210 1.425, H217 0.960
212 O -20.1785 -3.8440 19.3920  C209 1.451, H218 0.960
213 H -21.0751 -4.6915 17.7029  C209 1.090
214 H -20.4968 -5.8785 18.8727  C209 1.090
215 H -22.1733 -5.3204 20.4231  C210 1.090
216 H -22.8638 -5.9342 19.0016  C210 1.090
217 H -23.1956 -3.6674 18.2919  O211 0.960
218 H -20.3965 -3.0743 18.8613  O212 0.960
219 C -23.1323 3.6422 20.0101  C220 1.518, O222 1.429, H223 1.090, H224 1.090
220 C -22.9337 2.4336 19.1129  C219 1.518, O221 1.449, H225 1.090, H226 1.090
221 O -24.1641 1.6694 19.0812  C220 1.449, H227 0.960
222 O -23.1854 3.3117 21.3998  C219 1.429, H228 0.960
223 H -24.0165 4.2137 19.7279  C219 1.090
224 H -22.3392 4.3876 20.0680  C219 1.090
225 H -22.1109 1.7875 19.4189  C220 1.090
226 H -22.6830 2.8439 18.1347  C220 1.090
227 H -24.1137 1.0685 19.8282  O221 0.960
228 H -24.1122 3.0861 21.5085  O222 0.960
229 C -20.6108 4.2106 15.4605  C230 1.507, O232 1.456, H233 1.090, H234 1.090
230 C -20.6969 2.7394 15.1451  C229 1.507, O231 1.509, H235 1.090, H236 1.090
231 O -22.1298 2.5700 14.7031  C230 1.509, H237 0.960
232 O -21.5067 4.6300 16.5282  C229 1.456, H238 0.960
233 H -20.9144 4.6969 14.5335  C229 1.090
234 H -19.6062 4.5251 15.7431  C229 1.090
235 H -20.4049 2.2079 16.0509  C230 1.090
236 H -19.9705 2.3423 14.4361  C230 1.090
237 H -22.3274 2.9579 13.8475  O231 0.960
238 H -21.3262 5.5276 16.8168  O232 0.960
239 C -17.0336 -1.3257 25.0472  C240 1.574, O242 1.369, H243 1.090, H244 1.090
240 C -18.4633 -0.7151 24.7980  C239 1.574, O241 1.453, H245 1.090, H246 1.090
241 O -18.8764 0.2056 25.8438  C240 1.453, H247 0.960
242 O -16.4914 -1.9041 23.9314  C239 1.369, H248 0.960
243 H -16.9008 -1.9156 25.9540  C239 1.090
244 H -16.4137 -0.4767 25.3356  C239 1.090
245 H -19.0764 -1.5857 24.5656  C240 1.090
246 H -18.3936 -0.1035 23.8984  C240 1.090
247 H -19.8151 0.0918 26.0097  O241 0.960
248 H -15.6200 -1.5454 23.7479  O242 0.960
249 C -20.7648 7.6858 17.2622  C250 1.562, O252 1.340, H253 1.090, H254 1.090
250 C -20.5611 9.1543 16.7712  C249 1.562, O251 1.402, H255 1.090, H256 1.090
251 O -20.8530 10.0289 17.8278  C250 1.402, H257 0.960
252 O -22.0458 7.3267 17.4194  C249 1.340, H258 0.960
253 H -20.2714 7.5192 18.2198  C249 1.090
254 H -20.3174 7.0661 16.4851  C249 1.090
255 H -21.1580 9.2614 15.8654  C250 1.090
256 H -19.5710 9.4947 16.4682  C250 1.090
257 H -21.8042 10.0897 17.9423  O251 0.960
258 H -22.5301 7.9349 17.9826  O252 0.960
259 C -19.1678 -4.8165 22.7100  C260 1.582, O262 1.452, H263 1.090, H264 1.090
260 C -17.9926 -5.6056 23.4173  C259 1.582, O261 1.452, H265 1.090, H266 1.090
261 O -17.4614 -4.6175 24.3391  C260 1.452, H267 0.960
262 O -18.7116 -3.7326 21.8586  C259 1.452, H268 0.960
263 H -19.8282 -4.4172 23.4797  C259 1.090
264 H -19.6674 -5.5009 22.0243  C259 1.090
265 H -17.1711 -6.0178 22.8314  C260 1.090
266 H -18.4778 -6.3834 24.0070  C260 1.090
267 H -17.3256 -3.7922 23.8680  O261 0.960
268 H -19.2646 -3.6381 21.0797  O262 0.960
269 C -12.9149 -1.8218 14.1231  C270 1.557, O272 1.401, H273 1.090, H274 1.090
270 C -11.5637 -1.0483 14.1024  C269 1.557, O271 1.384, H275 1.090, H276 1.090
271 O -11.7259 0.2552 14.5396  C270 1.384, H277 0.960
272 O -13.1884 -2.3776 15.3800  C269 1.401, H278 0.960
273 H -12.7401 -2.6842 13.4798  C269 1.090
274 H -13.7224 -1.2937 13.6160  C269 1.090
275 H -11.1945 -0.9120 13.0860  C270 1.090
276 H -10.7418 -1.5145 14.6458  C270 1.090
277 H -11.8311 0.2147 15.4929  O271 0.960
278 H -14.0943 -2.6945 15.3569  O272 0.960
279 C -18.1872 -4.4725 16.3702  C280 1.580, O282 1.460, H283 1.090, H284 1.090
280 C -19.4183 -4.3695 15.3852  C279 1.580, O281 1.443, H285 1.090, H286 1.090
281 O -19.0404 -3.5002 14.2978  C280 1.443, H287 0.960
282 O -17.0255 -4.9266 15.6114  C279 1.460, H288 0.960
283 H -18.3803 -5.1923 17.1656  C279 1.090
284 H -18.0275 -3.4677 16.7612  C279 1.090
285 H -20.2424 -3.9313 15.9482  C280 1.090
286 H -19.6254 -5.3690 15.0030  C280 1.090
287 H -18.2774 -3.8614 13.8408  O281 0.960
288 H -16.7034 -4.2686 14.9910  O282 0.960